Computed, not measured: a molecular structure, C43H47FeN4O4P2S2Si in a non-equilibrium geometry, with ωB97M-V/def2-TZVPD.

Positions of all 104 atoms, in Å:
Fe: -0.6263 -0.2301 0.8230
O: 0.4961 2.9960 5.1654
C: 1.4317 2.0291 5.1865
C: 2.3836 2.0651 6.2034
C: 3.3347 1.0681 6.3075
C: 3.3653 0.0185 5.3908
C: 2.4572 0.0067 4.3496
C: 1.4929 1.0077 4.2242
C: 0.5659 0.9508 3.0717
O: 0.9061 0.3238 2.0211
N: -0.5815 1.5821 3.1958
N: -1.3910 1.3385 2.1114
C: -2.4991 1.9616 2.0994
S: -2.9286 3.1252 3.3425
C: -4.5862 3.4450 2.6689
C: -4.5414 3.2681 1.1638
S: -3.6785 1.7111 0.8262
H: -0.1593 2.7485 4.4726
H: 2.3409 2.8813 6.9149
H: 4.0490 1.0956 7.1223
H: 4.0894 -0.7807 5.4916
H: 2.4584 -0.7889 3.6164
H: -4.8521 4.4649 2.9451
H: -5.2865 2.7474 3.1241
H: -3.9970 4.0790 0.6804
H: -5.5382 3.1904 0.7319
C: -3.0411 -0.2924 -1.8402
N: -1.5558 -0.2489 -2.0771
P: -0.8854 1.1452 -1.2141
C: -1.7790 2.4750 -2.1014
C: -1.8579 3.7233 -1.4881
C: -2.4650 4.7892 -2.1375
C: -2.9979 4.6136 -3.4067
C: -2.9269 3.3686 -4.0203
C: -2.3215 2.3004 -3.3719
C: 0.7885 1.4533 -1.8695
C: 1.0168 1.8124 -3.1747
C: 2.2588 2.2879 -3.6059
C: 3.2786 2.5665 -2.6541
C: 3.1037 2.2611 -1.3514
C: 1.9351 1.4593 -0.8722
P: -0.8007 -1.6975 -1.4136
C: -1.8847 -2.9655 -2.1692
C: -2.2308 -2.8904 -3.5177
C: -3.0032 -3.8869 -4.0902
C: -3.4293 -4.9696 -3.3237
C: -3.0962 -5.0419 -1.9817
C: -2.3211 -4.0404 -1.4040
C: 0.6429 -1.9953 -2.4926
C: 1.5360 -2.9632 -2.0346
C: 2.6832 -3.2595 -2.7541
C: 2.9547 -2.5739 -3.9333
C: 2.0540 -1.6287 -4.4047
C: 0.8949 -1.3474 -3.6929
H: -3.4579 0.7042 -1.9400
H: -3.3087 -0.6632 -0.8561
H: -3.5064 -0.9309 -2.5871
H: -1.4286 3.8588 -0.4993
H: -2.5299 5.7549 -1.6511
H: -3.4668 5.4443 -3.9200
H: -3.3512 3.2229 -5.0065
H: -2.2707 1.3292 -3.8489
H: 0.2060 1.7578 -3.8910
H: 2.4049 2.5450 -4.6471
H: 4.1804 3.0702 -2.9809
H: 3.8462 2.5322 -0.6087
H: 1.5876 1.8150 0.1031
H: -1.8909 -2.0513 -4.1140
H: -3.2730 -3.8247 -5.1376
H: -4.0122 -5.7597 -3.7811
H: -3.4419 -5.8741 -1.3801
H: -2.0503 -4.0898 -0.3547
H: 1.3311 -3.4795 -1.0999
H: 3.3683 -4.0166 -2.3929
H: 3.8605 -2.7863 -4.4874
H: 2.2542 -1.1033 -5.3322
H: 0.1927 -0.6113 -4.0631
C: 3.2614 -1.9814 1.4289
Si: 3.7591 -0.3580 0.6478
C: 5.3530 -0.6586 -0.3075
C: 4.0643 1.0966 1.7856
C: 2.4296 -0.0095 -0.6668
H: 3.9633 -2.2950 2.2090
H: 3.2508 -2.7619 0.6598
H: 2.2624 -1.9286 1.8712
H: 6.1626 -0.9778 0.3588
H: 5.6816 0.2539 -0.8184
H: 5.2132 -1.4348 -1.0683
H: 4.4133 0.7715 2.7707
H: 3.1490 1.6728 1.9544
H: 4.8199 1.7643 1.3623
H: 1.5650 -0.6126 -0.3757
H: 2.7755 -0.3806 -1.6374
O: 0.2801 -2.4854 4.1326
C: -0.7521 -2.4655 3.5091
C: -2.0294 -3.2231 3.8981
C: -2.9804 -2.9863 2.7210
C: -2.2198 -1.9620 1.9118
O: -2.6380 -1.3404 0.9176
N: -0.9902 -1.7589 2.3389
H: -2.4039 -2.7912 4.8262
H: -1.7939 -4.2684 4.0864
H: -3.9621 -2.6051 2.9998
H: -3.1341 -3.8763 2.1078

Values from the calculation:
**HOMO energy (spin up / spin down)**: -7.1 / -7.6 eV
**Strongest force on any atom**: 3.199 eV/Å
**Expectation value of S²**: 0.7950
**Gap between HOMO and LUMO (spin up / spin down)**: 0.270 / 0.246 hartree
**Multiplicity**: 2